This record from OMol25 describes a cluster of 11 separate species, C75H181N19O11P4 in total at a distorted geometry. The level of theory is ωB97M-V/def2-TZVPD.

As for the HOMO energy: -8.04 eV. For the gap between HOMO and LUMO, the calculation gives 8.210 eV. The energy comes out at -6199.20821 Ha. The SMILES is CN(C)P(=O)(N(C)C)N(C)C.CN(C)P(=O)(N(C)C)N(C)C.CN(C)P(=O)(N(C)C)N(C)C.CN(C)P(=O)(N(C)C)N(C)C.CC1(C)CCCC(C)(C)N1O.CC1(C)CCCC(C)(C)N1O.CC1(C)CCCC(C)(C)N1O.CC1(C)CCCC(C)(C)N1O.CC1(C)CCCC(C)(C)N1O.CN(C)C=O.CN(C)C=O.

Geometry as ORCA input:
```
! wB97M-V def2-TZVPD RIJCOSX def2/J DEFGRID3
* xyz 0 1
C 0.113 5.709 -27.162
N 0.020 7.174 -26.810
C 0.724 7.542 -25.577
P -1.114 8.180 -27.567
O -1.684 7.682 -28.835
N -2.341 8.613 -26.455
C -2.225 9.737 -25.450
C -3.477 7.719 -26.398
N -0.437 9.746 -27.833
C -1.252 10.907 -28.404
C 0.977 9.893 -28.073
H 0.409 5.071 -26.329
H 0.896 5.800 -27.916
H -0.795 5.285 -27.591
H 1.136 8.535 -25.754
H 1.607 6.926 -25.410
H 0.208 7.577 -24.617
H -1.157 9.810 -25.242
H -2.656 10.716 -25.655
H -2.727 9.517 -24.508
H -3.521 7.067 -27.271
H -3.308 7.087 -25.526
H -4.436 8.229 -26.304
H -1.522 10.491 -29.375
H -2.086 11.241 -27.788
H -0.616 11.791 -28.453
H 1.583 9.121 -27.598
H 1.380 10.843 -27.722
H 1.150 9.787 -29.144
C 8.244 -4.461 -23.272
N 7.214 -4.304 -24.315
C 7.846 -3.755 -25.462
P 6.125 -5.590 -24.639
O 6.789 -6.890 -25.042
N 5.127 -5.634 -23.294
C 4.918 -6.984 -22.642
C 4.836 -4.473 -22.361
N 5.105 -4.803 -25.802
C 4.891 -5.355 -27.201
C 4.161 -3.692 -25.600
H 7.839 -4.978 -22.402
H 8.725 -3.501 -23.083
H 9.009 -5.154 -23.623
H 7.014 -3.231 -25.932
H 8.229 -4.428 -26.229
H 8.685 -3.104 -25.214
H 4.746 -7.864 -23.262
H 5.909 -7.242 -22.271
H 4.175 -6.862 -21.854
H 3.811 -4.102 -22.352
H 5.138 -4.701 -21.339
H 5.362 -3.534 -22.531
H 4.033 -4.952 -27.739
H 5.819 -5.129 -27.727
H 4.530 -6.384 -27.181
H 3.311 -3.829 -24.932
H 3.606 -3.354 -26.475
H 4.701 -2.806 -25.267
C -4.651 -4.038 -22.968
N -3.893 -5.275 -23.155
C -3.567 -5.989 -22.030
P -3.468 -5.898 -24.754
O -2.697 -7.187 -24.865
N -4.819 -6.009 -25.731
C -4.791 -6.999 -26.837
C -6.123 -5.358 -25.433
N -2.587 -4.606 -25.386
C -1.262 -4.455 -25.178
C -3.238 -3.544 -26.218
H -5.708 -4.293 -22.894
H -4.502 -3.357 -23.806
H -4.269 -3.601 -22.046
H -4.307 -6.755 -21.799
H -3.716 -5.333 -21.173
H -2.497 -6.165 -21.916
H -3.799 -6.833 -27.257
H -5.028 -8.046 -26.642
H -5.485 -6.743 -27.637
H -6.894 -5.383 -26.204
H -6.603 -5.763 -24.542
H -6.147 -4.270 -25.499
H -0.700 -5.335 -25.490
H -0.816 -3.556 -25.604
H -1.174 -4.348 -24.097
H -2.894 -3.579 -27.252
H -2.797 -2.634 -25.811
H -4.319 -3.465 -26.103
C -2.838 -1.940 -19.752
N -2.301 -1.342 -18.576
C -2.227 0.104 -18.604
P -1.117 -2.252 -17.537
O -1.466 -3.650 -17.209
N 0.235 -1.938 -18.567
C 0.973 -0.674 -18.597
C 1.019 -3.079 -19.021
N -0.895 -1.332 -16.059
C -2.106 -0.998 -15.251
C 0.341 -1.468 -15.269
H -3.803 -1.542 -20.064
H -3.297 -2.841 -19.347
H -2.186 -2.181 -20.592
H -1.507 0.605 -17.958
H -3.248 0.461 -18.473
H -1.788 0.464 -19.534
H 0.717 -0.162 -19.524
H 0.706 -0.020 -17.767
H 2.041 -0.879 -18.524
H 0.357 -3.565 -19.737
H 1.863 -2.624 -19.541
H 1.516 -3.684 -18.263
H -2.884 -0.578 -15.888
H -2.560 -1.795 -14.662
H -1.918 -0.151 -14.592
H 0.633 -0.484 -14.903
H 1.222 -1.713 -15.862
H 0.121 -2.205 -14.497
C 5.694 9.389 -24.177
C 6.603 8.542 -25.087
C 7.141 9.547 -26.110
C 7.866 7.995 -24.404
C 7.477 6.821 -23.496
C 6.822 5.758 -24.331
C 5.667 6.075 -25.204
C 5.606 5.067 -26.417
C 4.326 6.017 -24.408
N 5.870 7.410 -25.818
O 4.718 7.844 -26.552
H 6.092 10.370 -23.914
H 4.795 9.719 -24.698
H 5.309 8.885 -23.291
H 7.516 10.474 -25.677
H 7.869 9.119 -26.799
H 6.308 9.797 -26.767
H 8.531 7.514 -25.121
H 8.259 8.768 -23.743
H 8.339 6.477 -22.924
H 6.765 7.310 -22.830
H 6.637 4.951 -23.622
H 7.604 5.242 -24.888
H 6.509 5.190 -27.014
H 4.796 5.313 -27.105
H 5.589 4.045 -26.038
H 4.107 4.953 -24.319
H 3.535 6.543 -24.943
H 4.575 6.522 -23.474
H 5.116 7.950 -27.419
C 4.115 2.007 -20.172
C 5.530 1.578 -20.619
C 6.450 2.785 -20.300
C 5.893 0.353 -19.712
C 7.150 -0.378 -20.211
C 6.855 -0.912 -21.683
C 6.648 0.331 -22.573
C 7.919 1.221 -22.950
C 6.166 -0.279 -23.977
N 5.493 1.201 -22.001
O 5.002 2.206 -22.895
H 3.978 1.989 -19.090
H 4.032 3.026 -20.550
H 3.319 1.371 -20.559
H 7.511 2.535 -20.268
H 6.345 3.579 -21.039
H 6.158 3.354 -19.418
H 6.062 0.881 -18.774
H 5.095 -0.370 -19.543
H 8.091 0.170 -20.164
H 7.344 -1.314 -19.688
H 5.981 -1.557 -21.772
H 7.622 -1.347 -22.324
H 8.760 0.532 -23.029
H 8.337 1.821 -22.141
H 7.811 1.849 -23.834
H 5.139 -0.624 -24.101
H 6.790 -1.159 -24.130
H 6.529 0.383 -24.763
H 4.044 2.149 -22.876
C 2.144 2.385 -26.660
C 1.725 1.224 -27.688
C 0.431 0.529 -27.264
C 1.518 1.788 -29.103
C 2.792 2.343 -29.738
C 3.996 1.392 -29.587
C 4.144 0.646 -28.272
C 5.017 -0.678 -28.534
C 4.920 1.523 -27.280
N 2.777 0.242 -27.730
O 3.058 -0.422 -26.601
H 2.512 3.207 -27.273
H 1.212 2.798 -26.277
H 2.754 2.082 -25.808
H -0.429 1.199 -27.282
H 0.201 -0.351 -27.865
H 0.612 0.199 -26.241
H 1.139 1.103 -29.861
H 0.805 2.605 -28.991
H 2.615 2.635 -30.773
H 2.996 3.282 -29.222
H 4.861 2.047 -29.695
H 3.951 0.769 -30.480
H 4.526 -1.521 -29.020
H 5.460 -1.021 -27.599
H 5.845 -0.510 -29.222
H 5.941 1.191 -27.468
H 4.893 1.247 -26.226
H 4.732 2.593 -27.367
H 3.482 0.245 -26.057
C -4.124 0.065 -22.684
C -3.836 1.081 -23.855
C -3.124 0.412 -25.003
C -5.176 1.604 -24.249
C -5.159 2.959 -25.041
C -4.209 3.982 -24.289
C -2.843 3.446 -23.895
C -2.043 3.318 -25.233
C -2.253 4.479 -22.942
N -3.034 2.110 -23.208
O -1.945 1.679 -22.409
H -4.910 -0.659 -22.899
H -3.160 -0.442 -22.696
H -4.173 0.388 -21.644
H -3.166 0.924 -25.964
H -2.162 0.019 -24.674
H -3.506 -0.542 -25.366
H -5.650 0.802 -24.814
H -5.664 1.828 -23.300
H -5.091 2.864 -26.125
H -6.159 3.382 -24.941
H -4.805 4.366 -23.462
H -4.149 4.792 -25.016
H -2.632 3.233 -26.147
H -1.416 2.434 -25.118
H -1.361 4.165 -25.311
H -2.366 5.487 -23.341
H -1.164 4.454 -22.982
H -2.714 4.528 -21.955
H -2.200 1.957 -21.526
C 0.264 5.051 -15.898
C -0.077 3.804 -16.704
C 0.334 2.489 -15.818
C -1.592 3.631 -16.926
C -2.076 4.666 -18.039
C -1.343 4.303 -19.319
C 0.216 4.369 -19.226
C 0.746 3.703 -20.466
C 0.496 5.915 -19.161
N 0.603 3.756 -18.008
O 1.962 3.477 -17.847
H 1.311 5.319 -15.758
H -0.169 5.956 -16.325
H -0.106 5.054 -14.873
H 0.175 1.602 -16.431
H 1.410 2.448 -15.650
H -0.201 2.254 -14.897
H -1.907 2.641 -17.257
H -2.310 3.923 -16.161
H -3.160 4.553 -18.064
H -1.893 5.626 -17.554
H -1.534 4.974 -20.156
H -1.568 3.279 -19.619
H 0.660 2.629 -20.301
H 1.783 4.020 -20.577
H 0.149 3.988 -21.332
H 1.579 5.907 -19.043
H 0.078 6.466 -18.319
H 0.198 6.446 -20.065
H 1.901 2.744 -18.465
C 4.174 -4.391 -17.058
N 4.729 -5.496 -17.877
C 3.910 -5.840 -19.111
C 5.830 -6.128 -17.548
O 6.396 -7.005 -18.282
H 4.049 -3.540 -17.729
H 4.878 -4.081 -16.286
H 3.179 -4.595 -16.662
H 3.140 -6.593 -18.940
H 3.516 -4.991 -19.669
H 4.629 -6.157 -19.866
H 6.174 -5.772 -16.564
C 0.034 -1.123 -23.069
N 1.182 -0.136 -22.910
C 2.357 -0.770 -22.210
C 1.247 1.165 -23.290
O 2.221 1.913 -23.389
H -0.373 -1.367 -22.088
H 0.277 -2.062 -23.566
H -0.763 -0.604 -23.602
H 2.394 -1.819 -22.503
H 3.311 -0.385 -22.569
H 2.504 -0.700 -21.132
H 0.214 1.411 -23.582
*
```